152
Properties=species:S:1:pos:R:3:mulliken_spin:R:1 method="wB97M-V/def2-TZVPD" largest_force_ev_per_a=8.69 gap_ev="6.0 / 6.0" multiplicity=2 s2=0.759 charge=-2 homo_ev="-3.0913 / -3.0853" total_energy_ha=-4351.59190
C 0.48 0.40 -1.38 0.00
C 0.35 0.80 0.11 0.00
N -1.14 1.00 0.63 0.00
C -1.17 1.47 2.13 0.00
C -2.04 2.04 -0.17 0.00
C -1.42 3.42 -0.29 0.00
C -1.83 -0.34 0.43 0.03
C -1.25 -1.62 1.17 0.00
O -0.51 -2.36 0.29 0.00
C 0.18 -3.39 0.84 0.00
H 1.52 0.42 -1.69 0.00
H -0.19 1.00 -2.00 0.00
H 0.08 -0.59 -1.57 0.00
H 0.88 1.66 0.53 0.00
H 0.61 -0.06 0.73 0.00
H -0.84 2.51 2.15 0.00
H -0.55 0.83 2.76 0.00
H -2.24 1.48 2.36 0.00
H -3.03 2.12 0.26 0.00
H -2.17 1.64 -1.18 0.00
H -1.94 4.21 -0.83 0.00
H -0.37 3.32 -0.56 0.00
H -1.40 3.94 0.67 0.00
H -2.02 -0.56 -0.62 0.00
H -2.79 -0.20 0.93 -0.03
H -2.09 -2.24 1.48 0.00
H -0.78 -1.30 2.10 0.00
H -0.20 -4.02 1.65 0.00
H 1.16 -3.06 1.16 0.00
H 0.32 -4.00 -0.05 0.00
F -4.21 3.15 2.69 0.00
C -3.35 1.67 -4.09 0.00
F -3.12 1.17 -5.31 0.00
F -2.97 0.80 -3.16 0.00
F -2.63 2.70 -3.92 0.00
S -5.13 2.32 -3.80 0.00
O -4.85 3.44 -2.81 0.00
O -5.57 2.77 -5.16 0.00
N -5.89 0.92 -3.20 0.00
S -7.02 0.77 -4.24 0.00
O -8.20 1.61 -4.17 0.00
O -6.65 0.50 -5.65 0.00
C -7.67 -1.05 -3.85 0.00
F -6.66 -1.97 -3.93 0.00
F -8.22 -0.98 -2.61 0.00
F -8.68 -1.24 -4.70 0.00
C -5.80 -0.94 1.36 -0.03
O -6.49 -1.19 0.34 0.41
O -5.07 0.10 1.24 0.35
O -6.51 -0.97 2.32 0.28
C 0.69 -0.12 -6.29 0.00
C 1.31 1.31 -6.19 0.00
N 2.78 1.37 -6.00 0.00
C 3.27 2.58 -5.38 0.00
C 2.98 2.71 -3.89 0.00
C 3.49 0.98 -7.16 0.00
C 4.67 0.19 -6.72 0.00
H 1.17 -0.52 -5.40 0.00
H 1.02 -0.65 -7.19 0.00
H -0.39 -0.04 -6.32 0.00
H 1.05 1.79 -7.14 0.00
H 0.77 1.82 -5.40 0.00
H 4.35 2.61 -5.48 0.00
H 2.66 3.38 -5.80 0.00
H 3.00 3.78 -3.70 0.00
H 1.92 2.58 -3.67 0.00
H 3.75 2.15 -3.36 0.00
H 3.95 1.82 -7.68 0.00
H 2.92 0.41 -7.89 0.00
H 5.36 0.70 -6.05 0.00
H 5.33 0.03 -7.57 0.00
H 4.43 -0.79 -6.32 0.00
C 3.76 0.02 5.74 0.00
C 2.96 -0.83 4.84 0.00
N 3.50 -2.15 4.81 0.00
C 2.46 -2.99 4.09 0.00
C 1.33 -3.31 5.09 0.00
C 4.71 -2.12 4.04 0.00
C 5.32 -3.48 3.80 0.00
H 4.73 0.45 5.47 0.00
H 3.88 -0.41 6.73 0.00
H 3.18 0.93 5.84 0.00
H 2.03 -0.87 5.42 0.00
H 2.66 -0.45 3.86 0.00
H 2.05 -2.32 3.33 0.00
H 2.85 -3.83 3.51 0.00
H 1.83 -3.51 6.04 0.00
H 0.74 -2.41 5.28 0.00
H 0.63 -4.07 4.76 0.00
H 5.41 -1.70 4.77 0.00
H 4.68 -1.39 3.24 0.00
H 5.54 -4.00 4.74 0.00
H 6.31 -3.47 3.34 0.00
H 4.88 -4.10 3.03 0.00
C 5.30 -0.12 -3.17 0.00
C 4.79 -1.14 -2.19 0.00
N 5.64 -1.32 -1.02 0.00
C 4.89 -1.70 0.24 0.00
C 3.72 -0.70 0.59 0.00
C 6.70 -2.27 -1.20 0.00
C 7.88 -1.83 -0.41 0.00
H 5.08 0.79 -2.62 0.00
H 4.70 -0.21 -4.07 0.00
H 6.36 -0.02 -3.41 0.00
H 3.78 -0.78 -1.99 0.00
H 4.79 -2.03 -2.81 0.00
H 4.48 -2.70 0.33 0.00
H 5.52 -1.68 1.13 0.00
H 3.68 0.27 0.10 0.00
H 2.80 -1.23 0.87 0.00
H 4.04 -0.28 1.55 0.00
H 7.04 -2.57 -2.19 0.00
H 6.34 -3.23 -0.83 0.00
H 7.71 -1.34 0.54 0.00
H 8.33 -1.17 -1.16 0.00
H 8.75 -2.50 -0.39 0.00
O -2.86 -1.63 -2.79 0.00
C -3.78 -1.98 -2.08 0.00
N -4.60 -1.12 -1.72 0.00
C -3.94 -3.40 -1.45 0.00
H -5.36 -1.34 -1.09 0.02
H -4.64 -0.32 -2.33 0.00
H -4.36 -3.49 -0.45 0.00
H -2.96 -3.88 -1.38 0.00
H -4.60 -4.08 -1.99 0.00
O -4.56 7.51 0.95 0.00
C -4.50 6.27 0.94 0.00
N -3.41 5.70 1.49 0.00
C -5.77 5.30 0.68 0.00
H -3.47 4.70 1.65 0.00
H -2.66 6.32 1.75 0.00
H -6.75 5.76 0.59 0.00
H -5.82 4.56 1.47 0.00
H -5.65 4.78 -0.27 0.00
O -1.75 2.50 5.71 0.00
C -0.88 2.11 6.46 0.00
N -0.70 2.75 7.65 0.00
C -0.13 0.89 6.29 0.00
H -0.43 2.24 8.47 0.00
H -1.13 3.65 7.84 0.00
H 0.12 0.73 5.24 0.00
H -0.90 0.14 6.48 0.00
H 0.73 0.71 6.94 0.00
O -2.09 -2.27 4.53 0.00
C -3.29 -2.17 4.26 0.00
N -4.08 -1.10 4.39 0.00
C -4.02 -3.45 3.76 0.00
H -3.51 -0.32 4.68 0.00
H -5.02 -1.01 4.03 0.00
H -3.23 -4.17 3.52 0.00
H -4.51 -3.36 2.79 0.00
H -4.63 -3.95 4.51 0.00